(1)
Density functional theory data (wB97M-V/def2-TZVPD) for C13H12O3Pd as an isolated structure at a distorted geometry.

Geometry as XYZ:
```
29
Properties=species:S:1:pos:R:3
Pd 1.526 -0.484 -0.588
C 4.266 3.109 -0.236
C 2.885 2.903 -0.495
C 2.484 1.624 -0.905
C 3.513 0.578 -1.025
C 4.848 0.796 -0.642
C 5.146 2.055 -0.056
H 4.596 4.133 0.038
H 2.163 3.706 -0.278
H 1.386 1.378 -0.976
H 3.199 -0.310 -1.645
H 5.610 -0.007 -0.647
H 6.072 2.176 0.499
O -2.635 -3.540 0.806
C -3.196 -2.370 0.607
C -4.564 -2.171 0.246
C -5.119 -0.838 0.155
C -4.261 0.237 0.304
C -2.918 0.076 0.350
C -2.367 -1.252 0.569
C -0.950 -1.353 0.510
O -0.302 -2.474 0.815
O -0.443 -0.271 0.050
H -3.302 -4.239 0.932
H -5.296 -2.922 0.015
H -6.175 -0.645 0.035
H -4.614 1.229 0.428
H -2.265 0.915 0.378
H 0.715 -2.039 0.757
```

Its net charge is +2. As for the HOMO-LUMO gap (spin up / spin down): 0.150 / 0.128 hartree. As for the HOMO energy (spin up / spin down): -0.4321 / -0.5564 hartree. The energy relative to the best compared isomer or geometry (same formula, charge and spin) comes out at 6.8 kcal/mol. The spin multiplicity is 5. As for the expectation value of S²: 6.047.

***

(2)
Density functional theory data (wB97M-V/def2-TZVPD) for C13H13BF2N2O8S as an isolated structure at a distorted geometry.

Geometry as XYZ:
```
40
Properties=species:S:1:pos:R:3
O 5.573 -0.806 1.906
B 4.301 -1.186 1.564
O 3.652 -2.186 2.311
C 3.477 -0.504 0.353
C 2.008 -0.488 0.813
C 1.545 0.631 1.597
C 0.258 0.659 2.059
C -0.568 -0.458 1.732
N -1.860 -0.570 2.158
S -2.321 -1.970 1.519
N -1.043 -2.543 0.717
C -0.114 -1.573 0.922
C 1.239 -1.561 0.462
H 5.737 -1.084 2.820
H 3.200 -1.812 3.079
H 3.866 0.513 0.192
H 3.606 -1.134 -0.545
H 2.215 1.456 1.854
H -0.120 1.474 2.676
H 1.652 -2.384 -0.124
C -5.953 -1.036 0.364
C -5.780 -2.053 -0.726
O -7.113 -2.320 -1.119
C -7.822 -1.175 -0.871
O -8.894 -0.943 -1.314
O -7.127 -0.337 -0.054
F -5.228 -3.190 -0.241
H -6.133 -1.495 1.337
H -5.103 -0.361 0.444
H -5.207 -1.701 -1.586
C 3.046 3.418 -3.295
C 3.402 2.277 -2.381
O 2.804 2.654 -1.153
C 1.717 3.420 -1.487
O 0.837 3.687 -0.743
O 1.779 3.826 -2.782
F 4.743 2.188 -2.201
H 3.755 4.245 -3.220
H 2.967 3.114 -4.337
H 3.009 1.308 -2.697
```

As for the HOMO-LUMO gap: 0.309 hartree. As for the HOMO energy: -0.3307 hartree.